Entry 1:
{
  "formula": "C37H32BCoF4O10S2",
  "method": "ωB97M-V/def2-TZVPD",
  "s2": 6.0119,
  "spin_multiplicity": 5,
  "fmax_ev_per_a": 1.28,
  "charge": -2,
  "de_lowest_kj_mol": 0.0,
  "homo_energy_ev": [-4.294, -4.274],
  "symbols": ["Co", "O", "S", "O", "O", "C", "C", "C", "C", "C", "C", "S", "O", "O", "O", "H", "H", "H", "H", "C", "C", "C", "O", "C", "C", "O", "C", "O", "C", "C", "C", "C", "C", "C", "C", "C", "C", "C", "C", "C", "C", "O", "C", "C", "C", "C", "C", "C", "C", "C", "C", "C", "C", "C", "H", "H", "H", "H", "H", "H", "H", "H", "H", "H", "H", "H", "H", "H", "H", "H", "H", "H", "H", "H", "H", "H", "H", "H", "H", "H", "H", "H", "F", "B", "F", "F", "F"],
  "positions_angstrom": [[-2.09374, 0.87019, 0.09639], [-2.90861, -0.89476, 3.24449], [-3.85531, -0.72737, 2.16229], [-5.23949, -0.73581, 2.56355], [-3.51340, 0.44298, 1.30910], [-3.66904, -2.19441, 1.13311], [-3.30676, -3.33465, 1.84059], [-3.21360, -4.56028, 1.20658], [-3.48520, -4.65818, -0.15048], [-3.84288, -3.52609, -0.86283], [-3.94366, -2.29380, -0.22834], [-4.41252, -0.90686, -1.27218], [-5.53424, -0.24132, -0.67386], [-4.66397, -1.48336, -2.58301], [-3.16093, -0.09080, -1.33604], [-3.09394, -3.21865, 2.89399], [-2.91298, -5.43471, 1.77105], [-3.42232, -5.61638, -0.65209], [-4.05671, -3.55677, -1.92190], [4.38626, -0.12961, -1.46481], [3.50269, 0.41925, -0.34689], [4.35661, 1.03215, 0.75999], [2.67614, -0.61131, 0.15335], [1.29794, -0.30916, -0.07543], [1.31105, 1.17644, -0.47898], [2.65510, 1.40467, -0.88871], [0.33576, 1.57930, -1.62770], [-0.93438, 1.63406, -1.08949], [0.47886, 0.58782, -2.79510], [-0.50659, -0.35418, -3.06365], [-0.34196, -1.26147, -4.10214], [0.80355, -1.23547, -4.88248], [1.78396, -0.28619, -4.62713], [1.62197, 0.62321, -3.59270], [0.62970, 2.99752, -2.14624], [-0.02896, 3.40289, -3.30732], [0.11003, 4.68958, -3.79641], [0.91067, 5.60571, -3.12597], [1.56169, 5.21469, -1.96774], [1.41839, 3.92312, -1.47673], [0.36639, -0.70046, 1.12456], [-0.93738, -0.57181, 0.68618], [0.68917, 0.11152, 2.38770], [-0.15288, 1.13428, 2.81017], [0.18433, 1.93198, 3.89301], [1.35653, 1.69008, 4.59345], [2.16456, 0.62085, 4.22823], [1.83396, -0.16499, 3.13337], [0.51690, -2.19099, 1.46601], [-0.21493, -2.65775, 2.55878], [-0.16993, -3.99378, 2.91628], [0.58917, -4.89415, 2.17833], [1.29516, -4.44043, 1.07617], [1.26168, -3.09586, 0.72189], [5.11266, -0.83082, -1.05337], [4.90754, 0.69896, -1.94623], [3.76393, -0.63896, -2.20017], [5.04486, 0.28780, 1.16314], [3.71601, 1.39228, 1.55963], [4.92037, 1.86760, 0.34249], [0.93578, -0.91393, -0.91005], [1.04849, 1.80326, 0.37952], [-1.40494, -0.36778, -2.46614], [-1.12291, -1.98683, -4.29677], [0.93037, -1.94419, -5.69295], [2.67691, -0.24742, -5.24142], [2.38110, 1.36743, -3.39340], [-0.66974, 2.69480, -3.81807], [-0.41158, 4.98202, -4.70015], [1.00598, 6.62060, -3.49327], [2.18100, 5.92511, -1.43291], [1.93013, 3.64594, -0.56580], [-1.08839, 1.29119, 2.29429], [-0.47630, 2.74141, 4.17896], [1.63575, 2.31977, 5.43015], [3.06480, 0.40254, 4.79303], [2.46560, -0.99744, 2.85260], [-0.85197, -1.96589, 3.09591], [-0.73711, -4.33425, 3.77551], [0.62445, -5.94179, 2.45495], [1.88029, -5.13642, 0.48528], [1.83539, -2.76003, -0.13180], [-2.11578, 2.85303, 1.05766], [-2.37403, 3.88180, 2.05763], [-2.48516, 3.26039, 3.30036], [-1.26837, 4.75168, 2.04828], [-3.53702, 4.55764, 1.70087]],
  "forces_ev_per_a": [[1.13, -0.44, -0.41], [0.01, 0.09, -0.25], [-0.28, -0.72, 0.85], [0.19, 0.24, -0.27], [-0.07, 0.49, -0.06], [-0.01, 0.10, 0.10], [-0.05, 0.13, -0.06], [0.00, -0.05, -0.05], [0.01, -0.04, 0.10], [-0.02, 0.07, 0.01], [-0.04, 0.16, -0.04], [-0.38, -0.52, -0.67], [0.18, 0.06, 0.15], [0.19, 0.10, 0.28], [0.18, 0.36, 0.21], [0.02, -0.09, -0.01], [0.00, -0.01, -0.01], [0.04, 0.01, -0.02], [0.01, -0.07, 0.01], [-0.22, 0.05, 0.06], [0.34, -0.08, -0.10], [-0.22, -0.15, -0.06], [0.05, 0.14, 0.35], [-0.34, 0.02, -0.01], [-0.26, -0.07, 0.06], [-0.11, -0.04, -0.07], [0.57, -0.04, 0.08], [-0.85, -0.42, 0.23], [-0.12, 0.12, 0.11], [0.07, 0.11, 0.04], [-0.03, -0.04, -0.03], [-0.01, -0.05, -0.04], [0.06, 0.05, 0.01], [-0.05, -0.05, 0.01], [-0.11, 0.08, -0.02], [0.02, -0.05, 0.06], [-0.01, 0.02, -0.03], [-0.01, -0.03, 0.01], [0.01, 0.10, -0.01], [0.01, -0.06, 0.06], [0.42, 0.03, 0.09], [-0.70, 0.67, -0.50], [-0.03, 0.09, -0.12], [0.12, -0.25, -0.22], [-0.01, 0.18, 0.17], [-0.01, -0.08, -0.03], [0.11, -0.03, -0.05], [0.06, 0.13, -0.03], [-0.04, -0.03, -0.02], [0.07, -0.05, -0.09], [0.03, 0.01, 0.07], [0.03, 0.01, -0.01], [0.01, -0.08, 0.00], [0.02, 0.02, -0.02], [0.01, -0.01, -0.02], [0.05, -0.03, -0.02], [0.01, 0.02, -0.01], [0.00, 0.01, 0.02], [-0.08, 0.05, 0.12], [0.04, -0.02, 0.03], [0.03, -0.03, -0.03], [0.08, 0.07, 0.04], [-0.06, -0.05, 0.02], [0.00, 0.01, 0.01], [-0.01, 0.00, 0.00], [0.00, -0.01, 0.01], [0.01, 0.01, -0.04], [0.00, 0.00, -0.02], [-0.02, 0.00, 0.02], [0.04, -0.01, -0.01], [-0.02, -0.02, 0.03], [-0.02, 0.03, -0.02], [0.08, 0.13, 0.24], [0.01, -0.09, -0.07], [-0.04, -0.01, 0.02], [0.00, -0.01, 0.00], [0.05, -0.01, -0.04], [0.03, 0.04, 0.06], [-0.03, -0.02, -0.02], [-0.01, 0.00, 0.01], [0.00, 0.02, -0.01], [-0.03, -0.04, 0.03], [-0.05, -0.27, -0.21], [0.11, 0.39, 0.11], [-0.12, 0.05, -0.08], [-0.16, -0.17, -0.02], [0.12, -0.12, 0.05]],
  "lowdin_charge": [1.021, -0.310, 0.515, -0.283, -0.376, -0.210, -0.074, -0.082, -0.083, -0.062, -0.209, 0.506, -0.285, -0.339, -0.390, 0.106, 0.098, 0.094, 0.100, 0.012, -0.582, 0.018, -0.015, -0.134, -0.137, -0.027, -0.378, -0.149, -0.143, 0.001, -0.066, -0.111, -0.097, -0.039, -0.120, -0.018, -0.089, -0.112, -0.085, -0.006, -0.390, -0.148, -0.131, 0.002, -0.044, -0.100, -0.104, -0.043, -0.117, -0.019, -0.095, -0.116, -0.095, -0.016, 0.083, 0.088, 0.079, 0.086, 0.081, 0.086, 0.151, 0.164, 0.089, 0.104, 0.088, 0.093, 0.119, 0.126, 0.094, 0.089, 0.095, 0.114, 0.082, 0.101, 0.089, 0.089, 0.117, 0.108, 0.101, 0.087, 0.090, 0.107, 0.035, -1.212, 0.118, 0.093, 0.118]
}

---

Entry 2:
{
  "formula": "C4H11N2S",
  "method": "ωB97M-V/def2-TZVPD",
  "fmax_ev_per_a": 4.86,
  "charge": 1,
  "de_lowest_kj_mol": 210.5,
  "homo_energy_ev": -13.521,
  "symbols": ["C", "C", "C", "C", "N", "N", "S", "H", "H", "H", "H", "H", "H", "H", "H", "H", "H", "H"],
  "positions_angstrom": [[-1.61267, 0.47375, 0.01715], [2.55936, -0.56770, 0.31522], [1.22404, 0.14746, 0.38863], [0.12797, -0.72752, 0.10190], [-2.05526, 1.08369, 1.07622], [-2.22354, 0.53816, -1.14757], [0.04614, -1.59371, -1.41503], [2.66906, -0.82557, -0.74443], [3.40452, -0.07053, 0.61460], [2.52777, -1.39928, 1.06809], [1.24619, 0.64267, 1.37110], [1.39095, 1.03348, -0.21208], [-0.27365, -1.44477, 0.91328], [-1.89364, 0.79293, 1.98536], [-2.48838, 1.97395, 1.04535], [-1.80776, -0.00854, -1.84359], [-3.20741, 0.69099, -1.24608], [0.36631, -0.73947, -2.28813]],
  "forces_ev_per_a": [[1.77, -2.22, -0.45], [-1.76, -2.75, -0.24], [2.80, 2.83, 1.80], [-4.86, 0.00, 0.04], [-0.38, 0.80, -0.82], [0.57, 0.57, 1.78], [-0.90, -2.71, 1.46], [0.44, -0.80, 0.51], [1.67, 2.08, 0.62], [0.08, -0.03, -1.29], [-0.92, -0.57, 0.19], [-0.87, 0.02, -0.97], [1.03, 1.17, -1.25], [1.12, -0.78, 1.76], [-1.04, 0.72, -0.41], [0.67, -0.96, -1.44], [-0.44, 0.53, 0.08], [1.01, 2.11, -1.38]],
  "lowdin_charge": [-0.208, -0.094, -0.359, -0.486, 0.194, 0.179, 0.879, 0.075, 0.053, 0.112, 0.128, 0.124, 0.133, 0.104, 0.128, 0.034, 0.139, -0.135]
}

---

Entry 3:
{
  "formula": "C21H37I2N5O4PSTa",
  "method": "ωB97M-V/def2-TZVPD",
  "fmax_ev_per_a": 1.58,
  "charge": 4,
  "de_lowest_kj_mol": 173.4,
  "homo_energy_ev": [-18.005, -18.005],
  "symbols": ["Ta", "C", "N", "C", "C", "C", "N", "C", "C", "H", "H", "H", "H", "H", "H", "H", "H", "H", "H", "H", "H", "H", "H", "H", "H", "I", "C", "C", "C", "I", "C", "C", "C", "C", "N", "C", "C", "O", "H", "H", "H", "H", "C", "N", "C", "S", "N", "C", "H", "H", "H", "H", "H", "H", "H", "H", "C", "O", "P", "O", "C", "O", "C", "H", "H", "H", "H", "H", "H", "H", "H", "H"],
  "positions_angstrom": [[0.74907, 0.38356, -0.14003], [2.17340, -2.59464, -0.30907], [2.43484, -1.14044, -0.01999], [2.99358, -1.08273, 1.37444], [3.49228, -0.69342, -0.99409], [2.88817, -0.30920, -2.31947], [1.98228, 0.85980, -2.15087], [2.83547, 2.07338, -1.93817], [1.35412, 1.15336, -3.47163], [3.11654, -3.12418, -0.17101], [1.84250, -2.70944, -1.33813], [1.43490, -3.00365, 0.36629], [3.81610, -1.79544, 1.44901], [2.21742, -1.36548, 2.08217], [3.37136, -0.08750, 1.58713], [4.22564, -1.49107, -1.12481], [4.01870, 0.13912, -0.53298], [2.30156, -1.12628, -2.73972], [3.67756, -0.08121, -3.04170], [3.48314, 2.18729, -2.80891], [3.44041, 1.98128, -1.05321], [2.19687, 2.94790, -1.84973], [2.14602, 1.38916, -4.18423], [0.69199, 2.01114, -3.38744], [0.81133, 0.30391, -3.84816], [4.50251, 3.89110, 1.15342], [2.81571, 3.34732, 2.20688], [2.62545, 3.97020, 3.45436], [1.50565, 3.73883, 4.26722], [1.44391, 4.71156, 6.02007], [0.44345, 2.87148, 3.81455], [-0.79501, 2.66834, 4.44172], [-1.73110, 1.89523, 3.79674], [-1.42670, 1.33035, 2.55539], [-0.25292, 1.46791, 1.95481], [0.66181, 2.21919, 2.59812], [1.86551, 2.40875, 1.85432], [1.83883, 1.69257, 0.69897], [3.38059, 4.66931, 3.79555], [-1.02858, 3.13017, 5.39248], [-2.70942, 1.73341, 4.22870], [-2.17800, 0.75131, 2.03675], [-3.48353, -3.51229, 2.66509], [-2.30306, -2.68562, 2.31410], [-2.16968, -1.78762, 1.35340], [-0.46470, -1.48315, 0.96626], [-3.18930, -1.19053, 0.76761], [-4.60766, -1.15827, 1.18123], [-3.10400, -4.38960, 3.17925], [-3.99146, -3.83959, 1.76347], [-4.16550, -2.98676, 3.32539], [-1.43636, -2.96367, 2.74754], [-2.94469, -0.70080, -0.07386], [-5.13673, -2.06600, 0.90742], [-5.07065, -0.31860, 0.66995], [-4.68202, -0.98881, 2.25189], [-0.57137, -1.14003, -5.00847], [-1.16596, -0.54297, -3.79532], [-0.78155, -0.82883, -2.30203], [-0.88595, 0.70380, -1.58920], [-2.09186, 1.56010, -1.73363], [-2.08993, -1.51345, -1.75280], [-2.83233, -2.55999, -2.46728], [-1.31141, -1.00192, -5.78710], [-0.38305, -2.19798, -4.84414], [0.34164, -0.60848, -5.25933], [-2.84997, 1.26858, -1.01532], [-2.44748, 1.43597, -2.75079], [-1.77648, 2.58317, -1.55897], [-2.28443, -3.49633, -2.39659], [-2.98907, -2.26576, -3.50073], [-3.78841, -2.64685, -1.96281]],
  "forces_ev_per_a": [[0.06, 0.71, 1.17], [-0.04, 0.04, -0.26], [-0.27, 0.21, 0.07], [0.07, 0.02, -0.02], [0.26, 0.17, 0.08], [-0.02, -0.27, 0.01], [0.18, 0.27, 0.35], [0.11, 0.21, 0.10], [-0.14, -0.02, 0.08], [-0.03, 0.00, -0.04], [-0.06, -0.05, 0.03], [0.00, 0.00, 0.05], [0.00, 0.01, 0.02], [0.01, -0.02, 0.08], [-0.01, 0.07, 0.05], [-0.07, -0.06, 0.06], [0.04, 0.09, -0.05], [0.02, -0.06, 0.00], [-0.03, 0.11, 0.06], [0.00, 0.07, 0.06], [0.12, 0.09, 0.18], [0.02, 0.08, 0.03], [-0.02, 0.01, 0.03], [-0.01, 0.02, -0.01], [0.13, 0.04, 0.17], [-0.11, -0.25, -0.18], [0.01, -0.13, 0.54], [-0.69, -0.15, 0.41], [0.70, -0.19, -1.18], [-0.20, 0.44, 0.97], [0.40, 0.31, 0.22], [0.18, 0.09, -0.07], [-0.14, -0.26, -0.38], [-0.63, -0.11, 0.36], [-0.18, -0.68, -1.08], [1.18, 0.33, -0.94], [-0.68, -0.11, -0.04], [-0.31, -0.84, -1.31], [-0.09, -0.05, 0.01], [0.09, 0.04, 0.03], [0.01, 0.01, -0.04], [-0.01, -0.01, 0.00], [0.09, -0.02, -0.07], [0.14, 0.14, -0.24], [-0.58, -0.08, 0.93], [0.28, -0.22, -0.51], [0.34, 0.14, -0.06], [0.01, 0.03, 0.05], [0.00, -0.02, 0.03], [-0.01, 0.00, -0.03], [0.01, 0.05, 0.02], [0.02, -0.07, 0.17], [-0.12, -0.04, -0.19], [0.00, -0.02, -0.01], [0.01, 0.00, -0.01], [0.01, -0.02, 0.01], [-0.16, -0.09, 0.07], [0.05, 0.07, -0.09], [0.46, -0.74, -0.40], [-0.20, 0.25, 0.87], [0.05, 0.39, -0.11], [-0.14, 0.25, 0.21], [-0.09, -0.09, -0.10], [-0.04, 0.01, -0.03], [0.02, 0.00, -0.03], [-0.06, -0.10, -0.16], [0.04, -0.10, 0.09], [-0.03, 0.02, -0.05], [0.02, 0.03, -0.01], [0.02, 0.01, -0.01], [0.00, 0.02, 0.01], [0.00, 0.02, 0.02]],
  "lowdin_charge": [1.812, -0.070, -0.373, -0.036, -0.142, -0.161, -0.333, -0.070, -0.055, 0.122, 0.089, 0.041, 0.129, 0.086, 0.093, 0.160, 0.124, 0.114, 0.163, 0.125, 0.012, 0.112, 0.131, 0.119, 0.018, 1.152, -0.629, -0.196, -0.673, 1.232, -0.173, 0.045, 0.016, -0.103, 0.010, -0.164, -0.312, -0.290, 0.090, 0.111, 0.134, 0.093, 0.010, 0.012, -0.650, 0.738, 0.006, 0.005, 0.114, 0.101, 0.102, 0.129, 0.080, 0.100, 0.107, 0.103, 0.007, -0.315, 0.759, -0.547, 0.026, -0.383, 0.009, 0.120, 0.107, 0.085, 0.090, 0.111, 0.114, 0.109, 0.100, 0.103]
}